# C56H70N10O5

A 9-piece molecular cluster, C56H70N10O5 overall (ωB97M-V/def2-TZVPD, the OMol25 dataset).

Output
2S+1: 1
HOMO, Ha: -0.3102
SMILES string: CC(=O)N(C)CCCC[C@@H]1C[C@H](OCCNC[C@@H](C)O)C(=O)O1.c1ccncc1.c1ccncc1.c1ccncc1.c1ccncc1.c1ccncc1.c1ccncc1.c1ccncc1.c1ccncc1
DFT total energy, a.u.: -3099.43503
Max |F|, hartree/bohr: 0.0872
E_LUMO, Eh: 0.0183

The geometry in XYZ format:
```
141
Properties=species:S:1:pos:R:3:lowdin_charge:R:1
C -5.224 2.803 -0.700 -0.02
C -5.837 1.558 -1.517 -0.40
O -6.532 1.855 -2.525 0.02
N -5.602 0.154 -1.118 -0.11
C -5.843 0.171 0.385 -0.10
C -6.631 -0.756 -1.702 -0.21
C -6.337 -1.230 -3.203 -0.17
C -4.784 -1.328 -3.590 -0.19
C -4.489 -2.844 -4.106 -0.12
C -4.212 -3.697 -2.787 -0.30
C -2.693 -3.771 -2.225 -0.01
C -3.079 -4.621 -0.896 -0.22
O -1.953 -4.961 -0.086 -0.11
C -1.873 -4.151 1.111 -0.17
C -2.054 -2.578 0.884 -0.21
N -0.977 -1.946 0.067 -0.07
C -1.419 -0.665 -0.547 -0.19
C -0.811 -0.393 -2.003 -0.38
C -0.918 1.178 -2.431 -0.04
O 0.572 -0.831 -2.083 -0.09
C -3.876 -5.789 -1.674 -0.30
O -3.911 -7.012 -1.492 0.10
O -4.572 -5.105 -2.743 -0.01
H -4.490 2.489 0.112 0.04
H -6.050 3.452 -0.227 0.10
H -4.649 3.497 -1.417 0.10
H -6.726 0.881 0.614 0.11
H -4.947 0.600 0.956 0.08
H -6.060 -0.860 0.807 0.09
H -6.763 -1.699 -1.057 0.12
H -7.676 -0.262 -1.716 0.13
H -6.801 -2.283 -3.305 0.11
H -6.843 -0.582 -4.005 0.12
H -4.065 -1.129 -2.725 0.09
H -4.494 -0.574 -4.413 0.11
H -3.559 -2.789 -4.766 0.11
H -5.374 -3.262 -4.701 0.12
H -4.740 -3.091 -1.972 0.13
H -2.124 -2.800 -2.089 0.10
H -2.215 -4.523 -2.956 0.15
H -3.945 -4.127 -0.312 0.16
H -0.932 -4.309 1.730 0.11
H -2.751 -4.479 1.791 0.13
H -1.973 -2.096 1.932 0.12
H -3.114 -2.289 0.517 0.10
H -0.576 -2.595 -0.620 0.10
H -2.569 -0.593 -0.670 0.11
H -1.128 0.218 0.122 0.12
H -1.371 -0.957 -2.843 0.10
H -1.094 1.852 -1.528 0.05
H -1.753 1.260 -3.211 0.07
H 0.053 1.427 -2.968 0.08
H 0.893 -0.571 -2.974 0.06
C -0.432 -0.493 -8.121 -0.08
C -1.419 -0.332 -7.159 -0.07
C -1.070 -0.494 -5.828 -0.15
N 0.170 -0.801 -5.413 0.07
C 1.106 -0.952 -6.364 -0.14
C 0.858 -0.808 -7.720 -0.07
H -0.666 -0.373 -9.173 0.11
H -2.437 -0.087 -7.436 0.10
H -1.806 -0.376 -5.039 0.08
H 2.098 -1.202 -6.002 0.09
H 1.653 -0.940 -8.443 0.10
C 0.246 -4.292 6.824 -0.07
C 0.802 -3.369 5.950 -0.07
C 0.274 -3.274 4.673 -0.14
N -0.744 -4.028 4.227 0.05
C -1.262 -4.914 5.092 -0.15
C -0.808 -5.083 6.390 -0.07
H 0.631 -4.395 7.832 0.10
H 1.626 -2.737 6.255 0.09
H 0.673 -2.565 3.955 0.11
H -2.082 -5.511 4.705 0.10
H -1.267 -5.813 7.044 0.10
C -2.122 5.847 1.613 -0.08
C -2.410 4.496 1.746 -0.08
C -1.970 3.632 0.757 -0.17
N -1.284 4.025 -0.327 0.06
C -1.020 5.336 -0.433 -0.14
C -1.412 6.280 0.503 -0.08
H -2.447 6.555 2.367 0.11
H -2.963 4.123 2.599 0.10
H -2.168 2.566 0.817 0.09
H -0.466 5.626 -1.320 0.10
H -1.169 7.326 0.366 0.09
C 3.470 9.375 1.929 -0.08
C 3.574 8.169 1.252 -0.07
C 2.504 7.760 0.473 -0.15
N 1.368 8.462 0.336 0.05
C 1.293 9.624 1.002 -0.15
C 2.308 10.122 1.803 -0.08
H 4.287 9.730 2.548 0.11
H 4.466 7.559 1.328 0.10
H 2.539 6.825 -0.078 0.10
H 0.363 10.170 0.876 0.10
H 2.192 11.068 2.317 0.10
C 6.603 0.715 -4.684 -0.07
C 6.737 -0.491 -5.357 -0.07
C 5.686 -0.920 -6.150 -0.14
N 4.540 -0.238 -6.305 0.06
C 4.435 0.924 -5.642 -0.19
C 5.430 1.441 -4.828 -0.08
H 7.404 1.085 -4.054 0.11
H 7.639 -1.085 -5.267 0.10
H 5.745 -1.855 -6.698 0.10
H 3.498 1.453 -5.784 0.09
H 5.291 2.386 -4.319 0.11
C 5.703 -5.089 6.680 -0.08
C 5.488 -5.386 8.017 -0.07
C 4.765 -4.484 8.781 -0.14
N 4.263 -3.333 8.303 0.06
C 4.488 -3.070 7.007 -0.16
C 5.194 -3.908 6.160 -0.07
H 6.263 -5.771 6.049 0.11
H 5.871 -6.298 8.457 0.10
H 4.568 -4.674 9.830 0.08
H 4.074 -2.133 6.648 0.10
H 5.343 -3.645 5.120 0.10
C 3.821 5.306 -7.408 -0.08
C 4.875 6.001 -7.982 -0.08
C 6.021 5.297 -8.316 -0.15
N 6.174 3.979 -8.112 0.06
C 5.140 3.330 -7.553 -0.15
C 3.952 3.942 -7.187 -0.07
H 2.907 5.821 -7.134 0.11
H 4.808 7.066 -8.167 0.10
H 6.870 5.796 -8.770 0.10
H 5.292 2.269 -7.399 0.08
H 3.149 3.369 -6.742 0.09
C 1.847 -3.680 12.822 -0.08
C 0.536 -3.255 12.977 -0.08
C -0.118 -2.733 11.873 -0.16
N 0.444 -2.609 10.660 0.05
C 1.715 -3.025 10.538 -0.15
C 2.453 -3.565 11.580 -0.07
H 2.393 -4.096 13.663 0.10
H 0.032 -3.329 13.933 0.10
H -1.146 -2.391 11.942 0.10
H 2.146 -2.912 9.549 0.07
H 3.475 -3.886 11.424 0.08
```

---

# C6H34NO12

A 12-piece molecular cluster, C6H34NO12 overall (ωB97M-V/def2-TZVPD, the OMol25 dataset).

Output
2S+1: 1
HOMO, Ha: -0.2148
Net charge: -1
DFT total energy, a.u.: -1206.66957
Relative energy (zero: lowest compared OMol25 entry of this formula, charge and spin), kJ/mol: 102.8
Max |F|, hartree/bohr: 0.0561
E_LUMO, Eh: 0.0922

The geometry in XYZ format:
```
53
Properties=species:S:1:pos:R:3:lowdin_charge:R:1
C 3.642 1.131 1.308 -0.11
N 2.626 0.360 0.653 -0.17
C 1.315 0.502 1.336 -0.17
C 0.686 -0.897 1.466 -0.13
C 1.566 -1.758 0.534 -0.18
C 2.910 -1.037 0.401 -0.29
C 3.357 -1.256 -1.126 -0.22
O 2.712 -0.374 -1.973 -0.05
H 4.537 1.183 0.677 0.08
H 4.074 0.746 2.254 0.08
H 3.301 2.138 1.540 0.08
H 1.424 0.822 2.380 0.09
H 0.868 1.376 0.858 0.11
H -0.375 -0.846 1.252 0.08
H 0.936 -1.411 2.395 0.11
H 1.700 -2.785 0.877 0.11
H 1.061 -1.942 -0.405 0.07
H 3.668 -1.507 1.045 0.14
H 3.035 -2.294 -1.249 0.11
H 4.411 -0.976 -1.097 0.11
H 0.794 3.579 2.583 0.04
H -0.035 2.411 2.816 0.01
O 0.366 3.125 3.318 -0.06
H 1.724 2.468 -2.287 0.02
H 0.958 3.182 -3.299 0.02
O 1.859 2.850 -3.167 -0.08
H -3.003 1.867 0.289 -0.01
H -3.199 2.649 1.636 0.01
O -3.230 2.748 0.683 -0.10
H -2.533 -0.823 -0.222 -0.01
H -1.256 1.015 -0.417 -0.03
O -2.043 0.493 -0.249 -0.35
H 1.760 -0.476 -1.976 0.05
H -0.838 -0.926 -1.435 0.00
O -0.535 -0.655 -2.304 -0.03
H -2.865 0.346 -1.760 -0.03
H -3.171 -0.334 -3.184 0.01
O -3.296 0.449 -2.642 -0.09
H -0.953 -4.193 -0.213 0.04
H -1.475 -2.714 -0.191 0.00
O -0.652 -3.282 -0.153 -0.09
H -1.956 -2.862 -2.322 -0.01
H -3.226 -2.276 -2.098 0.01
O -2.784 -2.788 -2.799 -0.07
H -1.666 3.511 -1.015 0.04
H -1.621 2.208 -1.639 0.00
O -1.004 2.902 -1.379 -0.06
H -0.891 0.214 -2.499 0.02
H -3.165 -1.714 0.875 0.05
O -2.931 -1.808 -0.060 -0.15
H -2.139 -0.003 3.859 0.02
H -1.879 -1.499 4.092 0.03
O -2.567 -0.838 4.034 -0.05
```

---

# C18H34Br12NO3P2

C18H34Br12NO3P2 as an isolated structure (ωB97M-V/def2-TZVPD, the OMol25 dataset).

Output
2S+1: 1
HOMO, Ha: -0.4187
Net charge: +1
DFT total energy, a.u.: -32557.30365
Max |F|, hartree/bohr: 0.0865
E_LUMO, Eh: -0.1468

The geometry in XYZ format:
```
70
Properties=species:S:1:pos:R:3:lowdin_charge:R:1
C 2.428 -2.100 1.167 -0.14
C 2.675 -1.565 0.102 -0.20
C 2.939 -1.276 -1.398 -0.22
C 3.690 0.121 -1.688 -0.08
C 3.168 0.253 -3.213 -0.12
N 1.752 -0.230 -3.165 0.07
C 1.531 -0.795 -1.991 -0.39
P -0.001 -1.072 -1.007 0.93
P -1.816 -0.843 -2.181 0.36
O -2.561 -2.150 -2.146 -0.34
O -2.778 0.274 -1.363 -0.18
O -1.584 -0.345 -3.752 -0.27
H 2.042 -2.568 2.105 0.06
H 3.519 -2.036 -2.000 0.17
H 4.796 0.137 -1.518 0.14
H 3.043 0.883 -1.150 0.10
H 3.299 1.300 -3.609 0.14
H 3.898 -0.429 -3.756 0.14
H 1.029 -0.118 -3.877 0.13
H -0.009 -2.468 -0.598 -0.21
H -2.409 1.158 -1.609 0.08
H -0.918 -0.961 -4.141 -0.09
Br -2.405 -5.309 1.834 0.62
C -2.341 -5.475 -0.106 -0.68
C -0.981 -5.931 -0.570 -0.63
Br 0.310 -4.468 -0.513 0.74
H -2.635 -4.510 -0.518 0.04
H -3.099 -6.218 -0.354 0.07
H -1.015 -6.239 -1.615 0.07
H -0.568 -6.740 0.030 0.06
Br 0.538 0.763 3.781 0.61
C -0.538 2.199 3.022 -0.73
C -0.852 1.938 1.573 -0.68
Br 0.691 2.310 0.439 0.59
H 0.011 3.127 3.184 -0.07
H -1.452 2.214 3.617 0.07
H -1.633 2.613 1.220 0.06
H -1.152 0.909 1.375 0.03
Br 0.547 5.143 4.498 0.69
C -0.529 6.575 3.730 -0.70
C -0.845 6.305 2.282 -0.75
Br 0.695 6.667 1.141 0.61
H 0.020 7.503 3.885 0.06
H -1.441 6.594 4.324 -0.03
H -1.625 6.978 1.927 0.04
H -1.145 5.276 2.092 0.01
Br 4.628 -3.284 1.796 0.81
C 4.906 -5.215 1.842 -0.64
C 5.728 -5.625 3.038 -0.70
Br 7.615 -5.225 2.770 0.61
H 5.362 -5.491 0.893 0.05
H 3.905 -5.644 1.898 0.06
H 5.684 -6.705 3.181 0.06
H 5.426 -5.128 3.958 0.05
Br -3.059 -1.104 -6.634 0.67
C -1.514 -1.880 -7.526 -0.68
C -1.126 -3.198 -6.906 -0.64
Br -0.181 -2.949 -5.213 0.70
H -0.719 -1.138 -7.490 0.05
H -1.826 -2.023 -8.561 0.06
H -0.421 -3.730 -7.545 0.06
H -1.978 -3.843 -6.697 0.06
Br -3.986 5.438 3.198 0.68
C -4.876 6.084 4.808 -0.66
C -5.088 7.576 4.758 -0.68
Br -3.436 8.542 5.125 0.65
H -4.272 5.764 5.655 0.06
H -5.833 5.563 4.832 0.06
H -5.780 7.892 5.539 0.06
H -5.451 7.926 3.793 0.05
```